Here is C5H13LuO2 as an isolated structure from the Open Molecules 2025 dataset. Energies are from ωB97M-V/def2-TZVPD.

Element x y z (Å)
H -0.58763 -2.45977 0.79572
H 0.91593 1.91982 2.33463
H 1.43166 -1.18229 0.36960
H 0.56738 -0.37475 1.72588
H -2.84996 -2.22110 -1.00198
C 0.99290 2.53676 1.42862
Lu -0.44696 0.30563 -2.10302
H 0.19972 2.24383 -1.97077
H 2.41533 1.28997 0.45933
C -1.87534 -2.46134 -1.44825
C -0.71464 -1.44643 0.39142
H -1.60630 -0.98567 0.84248
H 1.70572 2.18012 -0.73346
H 1.76692 3.28728 1.64539
H 0.06875 3.09398 1.22276
O 0.45419 0.55498 -0.13051
O -0.89756 -1.51228 -1.02660
C 0.52572 -0.62673 0.65779
H -1.55877 -3.46753 -1.14586
C 1.43194 1.73019 0.22663
H -1.93900 -2.40466 -2.53981

Gap between HOMO and LUMO ... 7.754 eV
LUMO energy ... -9.801 eV
Net charge ... +2
HOMO level ... -17.555 eV

From a natural (NBO) analysis of the wavefunction, the atomic charges in e read: atom 1 (H): 0.253, atom 2 (H): 0.236, atom 3 (H): 0.216, atom 4 (H): 0.251, atom 5 (H): 0.228, atom 6 (C): -0.668, atom 7 (Lu): 2.331, atom 8 (H): -0.539, atom 9 (H): 0.218, atom 10 (C): -0.280, atom 11 (C): -0.114, atom 12 (H): 0.221, atom 13 (H): 0.241, atom 14 (H): 0.283, atom 15 (H): 0.241, atom 16 (O): -0.719, atom 17 (O): -0.690, atom 18 (C): -0.110, atom 19 (H): 0.249, atom 20 (C): -0.055, atom 21 (H): 0.207


Here is one molecule with the formula C5H13N from the Open Molecules 2025 dataset. Energies are from ωB97M-V/def2-TZVPD.

Element x y z (Å)
C -0.05930 -1.50475 1.13677
H 0.70435 -0.62153 2.96315
H 1.43844 1.74728 -2.02971
H -0.00705 0.61313 0.83729
C 0.51981 2.10269 -1.55791
H -0.64435 0.84728 -2.77547
H 0.79080 2.42337 -0.54942
H -1.50035 1.15607 -1.33605
N -0.24952 -0.25128 0.40110
C -0.10651 -1.27237 2.63790
H 0.07391 -2.23264 3.13487
H 0.19491 2.98948 -2.10045
H -0.91191 -2.14067 0.87193
C -0.02542 -0.33638 -1.02451
H -0.56214 -1.19894 -1.41699
H 0.85590 -1.96143 0.78124
H -1.06303 -0.91247 2.99065
H 1.03465 -0.41585 -1.26537
C -0.48318 0.96899 -1.69900

Gap between HOMO and LUMO ... 9.433 eV
LUMO energy ... 1.216 eV
HOMO level ... -8.217 eV
SMILES ... CCCNCC

From a natural (NBO) analysis of the wavefunction, the atomic charges in e read: atom 1 (C): -0.203, atom 2 (H): 0.201, atom 3 (H): 0.201, atom 4 (H): 0.368, atom 5 (C): -0.610, atom 6 (H): 0.201, atom 7 (H): 0.198, atom 8 (H): 0.206, atom 9 (N): -0.659, atom 10 (C): -0.614, atom 11 (H): 0.211, atom 12 (H): 0.212, atom 13 (H): 0.178, atom 14 (C): -0.206, atom 15 (H): 0.189, atom 16 (H): 0.166, atom 17 (H): 0.213, atom 18 (H): 0.151, atom 19 (C): -0.404


Here is a 2-piece molecular cluster, C5H13N overall from the Open Molecules 2025 dataset. Energies are from ωB97M-V/def2-TZVPD.

Element x y z (Å)
C 0.94356 -2.59127 -0.15646
H 3.15533 -2.44059 -0.38066
H 2.29917 -1.34223 0.69974
C 2.15280 -2.16208 0.05307
C -0.99875 2.70030 1.33501
H -1.07584 3.64466 1.93827
H 0.44076 -4.66069 0.54436
N -1.02899 2.34169 -1.27891
H -1.04249 1.41019 -1.03929
H 1.07667 -4.58912 -1.15436
H 0.16231 -1.84614 -0.08443
H -0.55045 3.99178 -0.25395
H -1.75863 2.00439 1.61433
C 0.55121 -3.96907 -0.36156
H -0.05001 2.15350 1.35858
H -0.54929 -4.07651 -0.71798
H -0.33933 2.59588 -1.87847
H -2.16852 3.66753 -0.08610
C -1.21950 3.16779 -0.15122

Gap between HOMO and LUMO ... 9.810 eV
LUMO energy ... 0.902 eV
HOMO level ... -8.908 eV
SMILES ... C=CC.CCN

From a natural (NBO) analysis of the wavefunction, the atomic charges in e read: atom 1 (C): -0.196, atom 2 (H): 0.197, atom 3 (H): 0.188, atom 4 (C): -0.384, atom 5 (C): -0.616, atom 6 (H): 0.216, atom 7 (H): 0.233, atom 8 (N): -0.834, atom 9 (H): 0.354, atom 10 (H): 0.225, atom 11 (H): 0.197, atom 12 (H): 0.171, atom 13 (H): 0.197, atom 14 (C): -0.670, atom 15 (H): 0.199, atom 16 (H): 0.209, atom 17 (H): 0.364, atom 18 (H): 0.155, atom 19 (C): -0.205


Here is a 2-piece molecular cluster, C5H13N overall from the Open Molecules 2025 dataset. Energies are from ωB97M-V/def2-TZVPD.

Element x y z (Å)
N 0.53660 -1.69750 0.17752
H -1.17741 2.45410 0.34833
H -0.48623 -1.85509 -3.03279
H 0.47321 1.83685 2.51701
H 1.02074 -2.37448 0.73564
H 1.16029 -2.64153 -1.55278
H -1.03369 -0.53378 -1.87070
H 1.52971 1.02890 0.20484
C -0.52924 1.60002 2.15403
C -0.64196 1.53891 0.60858
C -0.44810 -1.42922 -2.04533
H 0.51523 1.16886 -1.16308
H -0.79232 0.64848 2.63095
H -1.27574 2.29922 2.53076
H -1.36454 0.76632 0.33328
H 0.98142 2.59701 -0.36027
C 0.66301 1.58003 -0.15939
H -0.22786 -1.21078 0.61478
C 0.39239 -1.97711 -1.16498

Gap between HOMO and LUMO ... 9.226 eV
LUMO energy ... 1.101 eV
HOMO level ... -8.125 eV
SMILES ... C=CN.CCC

From a natural (NBO) analysis of the wavefunction, the atomic charges in e read: atom 1 (N): -0.820, atom 2 (H): 0.202, atom 3 (H): 0.205, atom 4 (H): 0.209, atom 5 (H): 0.386, atom 6 (H): 0.186, atom 7 (H): 0.193, atom 8 (H): 0.215, atom 9 (C): -0.611, atom 10 (C): -0.412, atom 11 (C): -0.551, atom 12 (H): 0.218, atom 13 (H): 0.196, atom 14 (H): 0.208, atom 15 (H): 0.192, atom 16 (H): 0.205, atom 17 (C): -0.625, atom 18 (H): 0.383, atom 19 (C): 0.020


Q: Number 4 is which compound?
A: C5H13N